Formula: C3H9IN3
Source: the OMol25 dataset
Level of theory: wB97M-V/def2-TZVPD

XYZ file:
```
16
Properties=species:S:1:pos:R:3:lowdin_charge:R:1
C 0.6096 0.9775 -0.7127 -0.029
C -1.7340 -1.7078 -0.9008 -0.059
C -0.9971 -1.2458 0.3196 -0.829
N 1.2160 1.4987 0.3158 -0.261
N 1.8711 2.7216 0.3589 0.012
N 0.1123 -1.8984 0.6649 0.109
I -1.5665 0.1132 1.6703 1.184
H 0.6992 1.8087 -1.5133 0.047
H -1.9583 -0.8483 -1.4656 0.077
H -2.6755 -2.1754 -0.5876 0.113
H -1.2144 -2.4558 -1.4509 0.089
H 2.1434 2.9940 -0.6442 0.130
H 1.3999 3.4386 0.9469 0.111
H 0.9908 1.0879 1.2242 0.043
H 0.6397 -1.6624 1.5934 0.167
H 0.4638 -2.6463 0.1811 0.095
```

Computed properties:
LUMO energy ... -4.6 eV
Relative energy (zero: lowest compared OMol25 entry of this formula, charge and spin) ... 3.7208 eV
Gap between HOMO and LUMO ... 7.8 eV
Highest occupied orbital energy ... -12.375 eV
Total charge ... +1
DFT total energy ... -15817.2834 eV

Formula: C4H13N2O
Source: the OMol25 dataset
Level of theory: wB97M-V/def2-TZVPD

XYZ file:
```
20
Properties=species:S:1:pos:R:3:lowdin_charge:R:1
C 2.0922 -1.3122 0.0378 0.002
C -0.2116 1.4972 1.0084 -0.031
C 0.3139 0.6211 -1.3062 -0.010
C 1.3146 -0.2213 0.6954 -0.028
N -2.0611 -0.8169 0.4994 -0.010
N 0.5471 0.6568 0.1309 -0.150
O -2.4161 0.1815 -0.4827 -0.162
H 1.7427 -1.3691 -1.0145 0.090
H -2.7493 -1.0135 1.2659 0.123
H 3.1084 -1.1298 0.0315 0.074
H -0.1677 2.5322 0.6538 0.115
H -1.2974 1.3650 0.8721 0.086
H 0.0699 1.4962 2.0474 0.108
H -0.2666 -0.3138 -1.5712 0.115
H -0.4277 1.4500 -1.4284 0.112
H 1.2821 0.6868 -1.8778 0.131
H 1.3674 -0.2694 1.7769 0.149
H 2.0253 -2.2833 0.5463 0.113
H -1.9318 -1.6686 0.1275 0.025
H -3.0188 -0.2014 -1.2091 0.148
```

Computed properties:
LUMO energy ... -4.0 eV
Relative energy (zero: lowest compared OMol25 entry of this formula, charge and spin) ... 4.4226 eV
Gap between HOMO and LUMO ... 9.8 eV
Highest occupied orbital energy ... -13.843 eV
Total charge ... +1
DFT total energy ... -9377.1611 eV

Formula: C2H5N4S
Source: the OMol25 dataset
Level of theory: wB97M-V/def2-TZVPD

XYZ file:
```
12
Properties=species:S:1:pos:R:3:lowdin_charge:R:1
C -0.4224 -0.1667 -0.5796 -0.629
C -1.2816 -0.6582 0.6343 -0.120
N 1.3936 1.2179 0.1392 -0.095
N 0.6286 -0.9534 -0.9548 0.023
N 0.0704 1.2144 -0.1479 -0.056
N 1.9480 0.1067 -0.0209 -0.730
S 3.3950 -0.4227 0.3641 0.283
H -1.1275 -0.0006 -1.4256 0.102
H -0.6700 -0.6541 1.5341 0.052
H -1.6255 -1.6725 0.4429 0.043
H -2.1375 0.0029 0.7764 0.040
H -0.1709 1.9863 -0.7622 0.089
```

Computed properties:
LUMO energy (spin up / spin down) ... 4.1 / 4.1 eV
Relative energy (zero: lowest compared OMol25 entry of this formula, charge and spin) ... 1.8047 eV
Gap between HOMO and LUMO (spin up / spin down) ... 7.0 / 7.0 eV
Highest occupied orbital energy (spin up / spin down) ... -2.928 / -2.928 eV
Total charge ... -1
DFT total energy ... -18946.9628 eV

Formula: C3H4N2O3
Source: the OMol25 dataset
Level of theory: wB97M-V/def2-TZVPD

XYZ file:
```
12
Properties=species:S:1:pos:R:3:lowdin_charge:R:1
C 1.9446 0.4297 0.1645 0.019
C 0.7717 0.2663 -0.4150 -0.056
C -0.6000 -0.3889 0.3190 -0.212
N -0.7974 -1.4771 -0.5155 -0.030
O -0.6151 -2.5570 -0.0608 0.076
N -1.6677 0.6004 0.0205 -0.364
O -1.7867 1.5154 0.8224 0.091
O -2.3358 0.4081 -0.9947 0.086
H 2.8879 0.8413 -0.4638 0.121
H 2.2345 0.2925 1.1912 0.056
H 0.3651 0.5029 -1.3734 0.094
H -0.4010 -0.4336 1.3057 0.117
```

Computed properties:
LUMO energy ... -0.8 eV
Relative energy (zero: lowest compared OMol25 entry of this formula, charge and spin) ... 7.9371 eV
Gap between HOMO and LUMO ... 9.0 eV
Highest occupied orbital energy ... -9.777 eV
SMILES ... C=C[C@H](N=O)[N+](=O)[O-]
DFT total energy ... -12291.0583 eV

Formula: C4H11PS2
Source: the OMol25 dataset
Level of theory: wB97M-V/def2-TZVPD

XYZ file:
```
18
Properties=species:S:1:pos:R:3:lowdin_charge:R:1
C 1.1799 -1.9056 1.4041 -0.181
C -0.1641 0.4449 -1.9081 -0.284
C -1.8138 2.1129 0.5516 -0.472
C 0.7496 -1.5735 -0.0153 -0.454
P 0.4033 0.2261 -0.1717 0.171
S 2.1804 1.3646 0.1879 0.206
S -1.3268 0.4210 1.0213 0.496
H 2.0143 -1.2675 1.7002 0.050
H 0.3586 -1.7431 2.0992 0.053
H 1.4971 -2.9444 1.4758 0.072
H -0.4115 1.4914 -2.0758 0.037
H 0.6755 0.1818 -2.5475 0.037
H -1.0212 -0.1889 -2.1212 0.047
H -0.9218 2.7283 0.4611 0.018
H -2.4477 2.4842 1.3502 0.020
H -2.3728 2.0877 -0.3796 0.022
H -0.1376 -2.1393 -0.3098 0.081
H 1.5587 -1.7806 -0.7225 0.082
```

Computed properties:
Spin multiplicity ... 3
LUMO energy (spin up / spin down) ... 0.9 / -2.3 eV
Relative energy (zero: lowest compared OMol25 entry of this formula, charge and spin) ... 0.0000 eV
Gap between HOMO and LUMO (spin up / spin down) ... 5.6 / 6.6 eV
Highest occupied orbital energy (spin up / spin down) ... -4.643 / -8.876 eV
DFT total energy ... -35283.1767 eV

Formula: C16H36Br2N3
Source: the OMol25 dataset
Level of theory: wB97M-V/def2-TZVPD

XYZ file:
```
57
Properties=species:S:1:pos:R:3:lowdin_charge:R:1
C 1.1386 -1.4882 0.7784 -0.099
C 2.6255 -1.6578 0.4495 -0.268
C 3.2233 -0.5685 -0.4485 -0.209
C 2.3790 -0.1144 -1.6466 -0.211
C 1.7980 -1.2427 -2.5059 -0.194
C 0.5383 -0.8717 -3.3032 -0.192
C -0.6699 -0.3865 -2.4874 -0.211
C -1.6301 -1.4958 -2.0207 -0.184
C -3.1274 -1.1321 -2.0305 -0.186
C -3.7687 -0.8180 -0.6682 -0.177
C -3.8445 0.6689 -0.3593 -0.145
N -2.5031 1.3098 -0.3189 0.126
C -2.2618 2.5046 -0.8545 -0.395
N -2.7917 2.7181 -2.0981 0.192
N -1.5526 3.4279 -0.2422 0.104
C -1.0852 3.3732 1.1510 -0.181
C 0.0659 2.3889 1.3856 -0.068
H 0.8306 -0.4409 0.7302 0.045
H 0.9171 -1.8592 1.7827 0.066
H 0.5050 -2.0499 0.0893 0.052
H 3.2028 -1.6971 1.3745 0.042
H 2.7689 -2.6330 -0.0269 0.107
H 3.4273 0.3153 0.1696 0.100
H 4.2017 -0.9093 -0.8015 0.114
H 1.5942 0.5660 -1.3021 0.072
H 3.0290 0.4945 -2.2845 0.114
H 2.5591 -1.5312 -3.2377 0.118
H 1.6112 -2.1418 -1.9117 0.101
H 0.8071 -0.1114 -4.0438 0.112
H 0.2306 -1.7518 -3.8757 0.110
H -1.2404 0.3275 -3.0984 0.086
H -0.3217 0.1695 -1.6124 0.072
H -1.3635 -1.7886 -0.9999 0.089
H -1.4706 -2.3873 -2.6316 0.112
H -3.3002 -0.2922 -2.7147 0.101
H -3.6788 -1.9717 -2.4596 0.112
H -4.7934 -1.1943 -0.6475 0.118
H -3.2240 -1.3248 0.1361 0.115
H -4.3082 0.8527 0.6132 0.127
H -4.4206 1.1853 -1.1254 0.120
H -1.9671 1.1095 0.5158 0.133
H -2.8210 3.6866 -2.3886 0.121
H -2.3823 2.1238 -2.8102 0.108
H -1.3110 4.2481 -0.7776 0.163
H -1.9490 3.1532 1.7816 0.127
H -0.7617 4.3868 1.3804 0.125
H 0.4872 2.0524 0.4345 0.070
H 0.8578 2.8468 1.9732 0.082
H -0.2633 1.4934 1.9159 0.071
Br 3.3111 0.2630 3.7288 0.624
C 2.4897 -0.8707 5.0817 -0.687
C 3.4083 -1.9886 5.4983 -0.692
Br 3.5361 -3.3508 4.1201 0.632
H 1.5694 -1.2505 4.6490 0.043
H 2.2622 -0.2204 5.9228 0.059
H 3.0187 -2.4856 6.3835 0.062
H 4.4178 -1.6390 5.6885 0.053
```

Computed properties:
LUMO energy ... -2.7 eV
Gap between HOMO and LUMO ... 9.3 eV
Highest occupied orbital energy ... -12.005 eV
Total charge ... +1
DFT total energy ... -161726.2942 eV